[1]
# C15H18N6O3PtS

C15H18N6O3PtS as an isolated structure (wB97M-V/def2-TZVPD, the OMol25 dataset).

Each line ends with the natural charge from an NBO analysis.
Positions of all 44 atoms, in Å:
Pt -0.87901 0.34913 -0.52329  0.805
N -0.85842 -3.50508 1.97488  -0.506
C -1.05399 -2.99865 3.23721  -0.094
C -1.28910 -1.66561 3.06734  -0.079
N -1.22801 -1.34182 1.74097  -0.410
C -0.97614 -2.46075 1.10940  0.284
C -0.91047 -2.55031 -0.34436  0.368
N -1.20250 -1.56648 -1.18081  -0.460
C -1.02672 -2.06443 -2.44979  -0.071
C -0.62924 -3.35812 -2.38151  -0.063
N -0.56936 -3.65316 -1.04078  -0.486
H -0.66497 -4.46604 1.75911  0.413
H -1.00830 -3.62506 4.11017  0.221
H -1.49656 -0.92376 3.81901  0.216
H -1.23992 -1.47018 -3.31984  0.225
H -0.38529 -4.07570 -3.14207  0.231
H -0.20207 -4.50300 -0.65313  0.423
C 2.74276 -0.51181 -3.63002  -0.626
C 2.01478 0.16748 -2.48614  0.131
C 2.80378 1.34582 -1.93685  -0.607
O 0.77389 0.72550 -2.94268  -0.718
C 1.74762 -0.82935 -1.32222  0.766
O 2.22902 -1.95526 -1.36570  -0.677
O 1.06322 -0.39154 -0.31452  -0.801
H 2.85638 0.19305 -4.45544  0.205
H 2.19209 -1.39165 -3.96832  0.211
H 3.72580 -0.85607 -3.31425  0.229
H 2.99873 2.06256 -2.73522  0.211
H 3.75208 1.00903 -1.51627  0.213
H 2.22829 1.83468 -1.15309  0.215
H 0.38315 0.13792 -3.59588  0.464
C -1.93332 4.26461 3.83791  -0.653
C -1.49918 3.51077 2.61807  0.292
C -0.14749 3.47638 2.24752  -0.343
C 0.19741 2.72703 1.14724  0.116
N -0.74570 2.11127 0.43659  -0.508
C -2.04038 2.19448 0.86021  0.281
S -2.99180 1.17492 -0.17026  -0.077
N -2.44007 2.86778 1.93269  -0.483
H -1.74303 5.33204 3.71324  0.230
H -1.37069 3.93324 4.71180  0.226
H -2.99524 4.11068 4.00881  0.240
H 0.60213 4.00923 2.81366  0.226
H 1.21586 2.62620 0.79662  0.219

Results
- ΔE to the lowest compared entry with this formula, charge and spin (kcal/mol) = 15.3
- lowest unoccupied orbital energy (eV) = 0.23
- HOMO level (eV) = -7.42
- orbital gap (hartree) = 0.281
- E_tot (hartree) = -1654.22190

[2]
# C5H7NO

One molecule with the formula C5H7NO (wB97M-V/def2-TZVPD, the OMol25 dataset).

Each line ends with the natural charge from an NBO analysis.
Positions of all 14 atoms, in Å:
O 0.07036 1.54908 2.60838  -0.726
C -1.07195 1.34394 1.77571  -0.226
C -0.92670 0.79787 0.40140  0.000
C 0.29701 0.12329 0.18003  -0.494
C 0.65075 -0.21288 -1.08801  0.373
C 1.48789 -0.96721 -2.02379  -0.271
N 0.39528 -0.04785 -2.38760  -0.542
H 0.47613 0.69296 2.78755  0.457
H -1.81933 0.69097 2.27163  0.204
H -1.55596 2.32572 1.70862  0.214
H 1.04713 -0.13561 0.93361  0.188
H 1.31181 -2.04477 -2.07072  0.203
H 2.48453 -0.63694 -2.30760  0.209
H -0.47172 -0.25789 -2.86465  0.411

Results
- ΔE to the lowest compared entry with this formula, charge and spin (kcal/mol) = 128.1
- lowest unoccupied orbital energy (eV) = -0.13
- HOMO level (eV) = -7.90
- orbital gap (hartree) = 0.286
- E_tot (hartree) = -324.52032

[3]
# C22H47NO14Si

A 5-piece molecular cluster, C22H47NO14Si overall (wB97M-V/def2-TZVPD, the OMol25 dataset).

Each line ends with the Mulliken charge.
Positions of all 85 atoms, in Å:
C 4.38459 -3.55783 0.84922  -1.405
C 3.98383 -2.20414 0.33104  -0.129
O 2.63026 -1.93753 0.59173  0.022
C 2.24801 -0.74967 -0.06302  -0.790
C 0.74044 -0.57915 -0.01196  -0.704
Si 0.11161 0.33666 1.52638  0.458
C -1.55670 1.11154 1.02889  -0.683
C -2.64630 0.03384 1.20651  -0.346
C -3.60099 -0.08998 0.04550  -0.493
C -4.54375 -1.30641 0.31700  -0.706
N -4.07052 -2.46374 -0.47742  -0.069
C -4.25218 -3.71644 0.10126  0.575
C -3.96501 -3.93920 1.55482  -1.141
O -4.59138 -4.63044 -0.57454  -0.604
H 4.07902 -3.71395 1.87445  0.256
H 5.46848 -3.58098 0.82213  0.460
H 4.05253 -4.33975 0.18182  0.324
H 4.20573 -2.19824 -0.73689  0.310
H 4.61697 -1.42485 0.75531  0.211
H 2.54238 -0.81534 -1.11126  0.327
H 2.79082 0.10672 0.33717  0.320
H 0.25493 -1.53788 -0.15001  0.336
H 0.46932 0.03925 -0.86177  0.481
H 1.08427 1.32356 2.03508  -0.274
H -0.22201 -0.66308 2.57220  -0.147
H -1.44447 1.40495 -0.00612  0.231
H -1.76547 1.98322 1.63374  0.482
H -3.19286 0.22515 2.12078  0.267
H -2.16914 -0.93624 1.33911  0.001
H -4.22789 0.78930 -0.07814  0.261
H -3.08836 -0.22897 -0.89508  0.311
H -5.54665 -1.01136 0.02752  0.387
H -4.49431 -1.47942 1.37925  0.367
H -4.63601 -2.49839 -1.31546  0.199
H -4.69189 -3.40494 2.15108  0.365
H -4.05821 -4.98218 1.78290  0.322
H -2.96408 -3.62785 1.83549  0.282
C -4.51542 -0.48282 -4.02590  -0.658
O -4.18260 -0.03620 -5.33931  -0.345
C -2.94229 0.44218 -5.45247  0.811
O -2.13272 0.50793 -4.56042  -0.522
O -2.76171 0.82168 -6.71712  -0.356
C -1.46598 1.34839 -7.01145  -0.428
H -5.53947 -0.84545 -4.06245  0.319
H -3.86453 -1.30036 -3.71838  0.296
H -4.46184 0.33718 -3.31063  0.287
H -0.69651 0.60035 -6.82888  0.291
H -1.27093 2.24282 -6.42614  0.092
H -1.46651 1.60901 -8.06570  0.236
C 0.02662 8.00914 -3.30545  -0.630
O -0.57702 6.81736 -2.80004  -0.326
C -0.88869 5.91909 -3.73641  0.741
O -0.70429 6.03962 -4.92064  -0.549
O -1.43893 4.86441 -3.13329  -0.306
C -1.82503 3.81534 -4.02312  -0.647
H 0.22697 8.64671 -2.44900  0.219
H 0.96479 7.78163 -3.80832  0.293
H -0.65013 8.52510 -3.98414  0.294
H -0.95846 3.42606 -4.55194  0.261
H -2.57618 4.16796 -4.72961  0.364
H -2.25129 3.02026 -3.41873  0.262
C 0.71895 -4.54515 1.79060  -0.408
O 0.24621 -4.96467 3.07440  -0.330
C 0.86157 -4.37987 4.10219  0.765
O 1.74787 -3.56757 4.03015  -0.511
O 0.32462 -4.85314 5.23040  -0.341
C 0.89160 -4.31057 6.42316  -0.626
H 0.14581 -5.09128 1.04568  0.293
H 0.55968 -3.47782 1.64948  0.049
H 1.77325 -4.78517 1.67137  0.291
H 0.74331 -3.23284 6.46410  0.287
H 1.95199 -4.54815 6.48780  0.289
H 0.37135 -4.77380 7.25690  0.217
C 6.15659 4.68260 3.55124  -0.630
O 5.61954 3.49579 4.13611  -0.337
C 5.30625 2.54232 3.25574  0.750
O 5.44017 2.61355 2.06061  -0.553
O 4.82007 1.49943 3.92868  -0.338
C 4.44057 0.39595 3.10420  -0.489
H 6.36565 5.36789 4.36791  0.215
H 7.08245 4.46553 3.02153  0.293
H 5.43450 5.14010 2.87728  0.295
H 5.30045 0.00983 2.55911  0.291
H 3.65191 0.68782 2.41310  0.138
H 4.06276 -0.38445 3.75912  0.326

Results
- lowest unoccupied orbital energy (eV) = 0.54
- HOMO level (eV) = -9.54
- orbital gap (hartree) = 0.370
- E_tot (hartree) = -2264.07743
- structure (SMILES) = CCOCC[SiH2]CCCCNC(C)=O.COC(=O)OC.COC(=O)OC.COC(=O)OC.COC(=O)OC

[4]
# C22H40O8

A 3-piece molecular cluster, C22H40O8 overall (wB97M-V/def2-TZVPD, the OMol25 dataset).

Each line ends with the natural charge from an NBO analysis.
Positions of all 70 atoms, in Å:
O -4.46549 -6.00504 -1.70186  -0.489
C -3.55873 -5.56033 -1.08913  0.797
O -2.66340 -6.37245 -0.42762  -0.720
C -3.19440 -4.07888 -1.01429  -0.555
C -2.01411 -3.77225 -1.87343  -0.044
C -0.78357 -3.38094 -1.55242  -0.071
C -0.16404 -3.08676 -0.22822  -0.101
O 0.55684 -1.88837 -0.37058  -0.521
C 0.93959 -1.31239 0.84919  0.262
O 1.73184 -0.23023 0.51345  -0.529
C 2.90093 0.00437 1.27615  -0.092
C 2.93872 1.46392 1.77983  -0.083
O 1.65939 2.05339 1.88733  -0.696
C 0.00695 -3.24987 -2.81616  0.771
O 1.15060 -2.98971 -2.95122  -0.485
O -0.84143 -3.51560 -3.87845  -0.490
C -2.08543 -3.83343 -3.36985  0.754
O -3.01056 -4.09607 -4.05912  -0.487
H -2.64415 -6.17470 0.51709  0.489
H -4.06039 -3.49625 -1.33390  0.267
H -2.94663 -3.83537 0.02367  0.225
H -0.95204 -2.98278 0.53417  0.177
H 0.50337 -3.90966 0.07089  0.199
H 0.03343 -0.98091 1.39050  0.131
H 1.48795 -2.04607 1.46474  0.135
H 2.95132 -0.68637 2.12726  0.167
H 3.77759 -0.18529 0.64633  0.192
H 3.46355 1.47802 2.74475  0.160
H 3.50503 2.09270 1.08987  0.185
H 1.08124 1.43966 2.35427  0.459
C -5.20229 2.37679 4.69258  -0.610
C -4.88779 2.74009 3.24509  -0.399
C -4.25816 1.59684 2.45076  -0.397
C -2.91948 1.09856 2.99894  -0.395
C -1.83825 2.17210 3.11850  -0.396
C -1.46550 2.81594 1.78709  -0.618
H -4.29970 2.12239 5.25065  0.199
H -5.68277 3.20757 5.21042  0.212
H -5.87669 1.51871 4.74035  0.200
H -4.23187 3.61473 3.22239  0.195
H -5.80983 3.04330 2.74283  0.204
H -4.13195 1.91295 1.41208  0.203
H -4.95826 0.75528 2.42673  0.198
H -2.55388 0.30102 2.34173  0.190
H -3.07387 0.63577 3.97784  0.199
H -0.94734 1.71496 3.56283  0.186
H -2.15368 2.94428 3.82529  0.199
H -1.12322 2.06321 1.07243  0.203
H -0.65755 3.53643 1.90832  0.226
H -2.31371 3.33651 1.33985  0.201
C 1.83964 0.25246 -3.94026  -0.610
C 2.81606 -0.05513 -2.81087  -0.411
C 2.93596 1.06711 -1.78049  -0.388
C 3.45079 2.39883 -2.33021  -0.400
C 4.81128 2.32237 -3.02173  -0.399
C 5.93373 1.84939 -2.10379  -0.609
H 2.15141 1.12037 -4.52486  0.196
H 1.75521 -0.59406 -4.62254  0.215
H 0.84280 0.46041 -3.54246  0.197
H 3.79969 -0.28687 -3.23161  0.187
H 2.48666 -0.95910 -2.29517  0.224
H 3.58477 0.73115 -0.96564  0.180
H 1.95535 1.23378 -1.32451  0.219
H 3.51379 3.11534 -1.50415  0.194
H 2.72018 2.81257 -3.03069  0.202
H 5.06090 3.31258 -3.41245  0.199
H 4.74981 1.66176 -3.89099  0.196
H 6.02812 2.50650 -1.23570  0.197
H 6.89256 1.84353 -2.62406  0.209
H 5.75313 0.83724 -1.73779  0.198

Results
- ΔE to the lowest compared entry with this formula, charge and spin (kcal/mol) = 0.0
- lowest unoccupied orbital energy (eV) = -0.92
- HOMO level (eV) = -10.37
- orbital gap (hartree) = 0.347
- E_tot (hartree) = -1464.15931
- structure (SMILES) = O=C(O)CC1=C(COCOCCO)C(=O)OC1=O.CCCCCC.CCCCCC

Among the records above, which one has the highest E_tot?
C5H7NO

Number 2 is which compound?
C5H7NO